[1]
Formula: C27H56N2O2PS2
Source: OMol25
Level of theory: the ωB97M-V functional and the def2-TZVPD basis

## Properties
Kohn-Sham gap ... 7.4 eV
Net charge ... +1
HOMO level ... -0.354 Eh
Strongest force on any atom ... 2.636 eV/Å
LUMO energy ... -2.28 eV
Energy ... -2459.8244 Ha

Last column: Mulliken charge in e.
Cartesian coordinates (Å):
S1 5.1931 2.3789 1.5856  -0.017
S2 7.5000 1.7729 -0.1540  -0.235
P1 2.3550 -1.1512 -4.5331  -0.192
O1 -2.1492 -2.0980 -1.8679  -0.145
O2 -0.6459 -3.3920 -0.7480  -0.645
N1 5.0932 2.3026 -1.1363  0.101
N2 -5.0672 -1.9472 2.4859  0.378
C1 -7.4100 -1.8835 3.6254  -0.501
C2 -2.6852 -2.4110 1.7424  -0.222
C3 -5.7142 -2.7368 1.4047  -1.007
C4 -7.9736 -0.5773 3.0634  -1.204
C5 2.7649 3.2917 -0.6381  -0.377
C6 1.4294 -0.0446 -3.3823  -0.133
C7 1.7772 3.3624 -1.8010  -0.003
C8 0.0744 -0.6453 -3.0087  -0.733
C9 -0.8998 -2.3628 -1.3835  0.026
C10 -5.8988 -2.0170 3.7513  -0.637
C11 6.5327 3.2276 2.4847  -0.727
C12 -2.5026 -0.9492 1.3661  -0.055
C13 -3.8380 -0.3411 0.9687  -0.715
C14 0.1432 -1.3059 -1.6284  0.343
C15 -4.8669 -0.5075 2.0734  -0.595
C16 -3.7266 -2.5679 2.8330  -1.037
C17 -3.1104 -2.6343 -4.0422  -1.152
C18 4.1148 -0.7603 -4.1712  -0.810
C19 5.9285 2.1560 -0.0254  -0.037
C20 4.5994 -1.1455 -2.7430  -0.678
C21 5.3528 -0.0182 -2.0501  -1.227
C22 4.4166 1.0748 -1.5573  0.031
C23 -2.7373 -3.1606 -2.6531  -0.327
C24 5.6273 2.8072 4.8078  -1.036
C25 5.9973 3.8593 3.7620  -0.553
C26 0.3137 3.5208 -1.3786  -1.189
C27 4.2244 3.4919 -1.0868  -1.289
H1 1.8907 2.5255 -2.4857  -0.039
H2 -0.1641 4.2666 -2.0096  0.354
H3 4.2551 3.9520 -2.0729  0.474
H4 -6.6452 -2.2566 1.1202  0.369
H5 2.1827 -2.4068 -3.9022  -0.010
H6 -0.6957 0.1208 -3.0223  0.260
H7 -4.1948 -0.7897 0.0380  0.177
H8 3.6841 1.3131 -2.3218  0.052
H9 0.0671 -0.5501 -0.8456  0.156
H10 -7.8178 -2.7311 3.0722  0.336
H11 -5.4950 -1.2607 4.4232  0.418
H12 4.7000 -1.2881 -4.9155  0.484
H13 1.3053 0.9127 -3.8780  0.605
H14 -5.6815 -2.9935 4.1840  0.380
H15 -5.9017 -3.7403 1.7780  0.390
H16 -2.7239 -1.6284 -4.1624  0.328
H17 3.7905 -1.5347 -2.1287  0.339
H18 5.3067 -1.9633 -2.8629  0.401
H19 -0.2656 2.6112 -1.5195  0.155
H20 -5.0563 -2.7793 0.5443  0.330
H21 6.8865 4.0013 1.8090  0.451
H22 -1.7931 -0.8609 0.5469  -0.391
H23 5.1471 4.4835 3.4983  0.295
H24 -2.6473 -3.2476 -4.8081  0.336
H25 2.0076 0.1334 -2.4746  -0.336
H26 0.2065 3.8660 -0.3548  0.354
H27 -2.0378 -3.9812 -2.7486  0.428
H28 -3.6258 -3.5107 -2.1391  0.330
H29 5.5736 3.2507 5.7962  0.352
H30 -4.5541 0.0287 2.9689  0.405
H31 -2.9516 -2.9955 0.8591  0.129
H32 4.2764 0.3055 -4.3090  0.384
H33 4.6887 2.3355 4.5389  0.305
H34 4.6901 4.2086 -0.4197  0.479
H35 -3.9189 -3.6182 3.0456  0.458
H36 2.6384 2.3966 -0.0368  0.369
H37 1.1131 -1.7758 -1.5027  0.046
H38 6.4136 2.0579 4.8348  0.276
H39 2.5191 4.1295 0.0128  0.451
H40 5.8648 -0.4356 -1.1856  0.492
H41 -7.8684 -0.5084 1.9800  0.302
H42 -0.2411 -1.3965 -3.7329  0.338
H43 7.3417 2.5309 2.6647  0.443
H44 -7.5013 0.2950 3.5173  0.303
H45 -3.7242 0.7244 0.7676  0.486
H46 -4.1825 -2.6378 -4.1940  0.304
H47 -1.7453 -2.8304 2.1010  0.512
H48 -9.0406 -0.5217 3.2704  0.424
H49 6.7880 4.5079 4.1309  0.339
H50 -5.8305 -0.1245 1.7537  0.341
H51 2.0507 4.2401 -2.3840  0.292
H52 -2.0813 -0.3962 2.2123  0.412
H53 6.1241 0.4023 -2.6897  0.421
H54 -7.7864 -1.9976 4.6437  0.429
H55 3.8459 0.6514 -0.7209  0.273
H56 -3.3978 -2.0784 3.7506  0.406

=====

[2]
Formula: C22H69N9O10
Source: OMol25
Level of theory: the ωB97M-V functional and the def2-TZVPD basis

## Properties
Kohn-Sham gap ... 7.3 eV
HOMO level ... -0.267 Eh
Strongest force on any atom ... 13.782 eV/Å
LUMO energy ... 0.08 eV
Energy ... -2124.3345 Ha

Last column: Mulliken charge in e.
Cartesian coordinates (Å):
O1 4.7447 -1.0102 2.0199  -0.414
O2 -4.1359 3.0348 2.9349  -0.391
O3 -0.7316 -3.5812 2.1911  -0.717
O4 0.4892 -2.6975 -5.1387  -0.504
O5 -1.7572 4.1822 -2.4772  -0.396
O6 2.8800 5.0607 -0.3716  -0.651
O7 2.4822 -1.2626 -2.0717  -0.497
O8 -1.1064 -1.6094 4.7673  -0.539
O9 -2.4405 -1.4125 1.9215  -0.747
O10 -0.2885 0.4543 1.4004  0.794
N1 1.0219 5.8608 0.6860  -0.388
N2 2.4442 -3.8249 2.5828  -0.823
N3 1.0294 -5.3993 -4.5643  -0.861
N4 2.3855 -3.5225 -1.6966  0.008
N5 1.2459 0.1652 -1.9257  0.234
N6 2.2098 -2.6782 -3.8239  0.046
N7 -5.5150 2.7101 5.4215  -0.709
N8 2.4734 4.4442 1.7771  -0.406
N9 1.2297 2.6110 -4.0387  -0.653
C1 2.1738 5.1187 0.6247  0.717
C2 0.7668 -1.3093 -5.1949  -0.417
C3 0.6665 -1.6856 -0.3717  1.163
C4 -2.0495 4.5692 -1.1609  -0.262
C5 -4.3154 1.7552 3.4757  -0.261
C6 -0.0508 -4.6769 -3.8676  0.448
C7 -2.9807 3.1178 2.1443  -0.654
C8 -6.8455 2.0286 3.5466  -1.349
C9 -1.1128 2.2491 -4.5113  -1.208
C10 0.3904 -0.2445 -0.8037  0.732
C11 0.3265 -3.1974 -3.8123  -0.163
C12 0.1038 1.1373 2.5931  -0.615
C13 4.6315 -1.0231 0.6024  -0.499
C14 -0.2107 -5.2474 -2.4639  -1.335
C15 -5.5795 1.7033 4.3582  0.091
C16 2.8288 -2.4077 2.5142  4.167
C17 -0.4289 3.7520 -2.5879  0.542
C18 2.1132 -1.6667 3.6564  -1.284
C19 0.6717 0.7197 0.3576  -0.593
C20 -0.0952 3.2618 -4.0083  0.309
C21 2.3642 -2.4168 -2.4920  -0.057
C22 4.3495 -2.2392 2.5981  -1.173
H1 4.5495 -0.0196 0.1994  0.264
H2 0.6523 -2.3945 -1.1976  -0.428
H3 -1.8060 3.7860 -0.4257  -0.096
H4 -0.6250 -0.0617 -1.1682  0.252
H5 -2.8987 2.2950 1.4229  0.286
H6 -0.5782 0.7396 3.3402  0.172
H7 -6.6576 3.0080 3.1051  0.310
H8 -0.0464 4.1393 -4.6574  0.417
H9 0.8174 6.4804 -0.0732  0.227
H10 4.7421 -2.1442 3.6087  0.304
H11 2.6118 -4.1571 3.5287  0.316
H12 -0.9434 1.9861 -5.5570  0.360
H13 2.2088 -0.0947 -1.7105  0.383
H14 -0.9293 -4.8214 -4.4987  0.500
H15 -1.7872 -0.9791 4.5017  0.268
H16 1.7063 -1.7893 -0.0443  -1.463
H17 1.9158 4.4831 2.6055  0.159
H18 0.4885 5.7971 1.5294  0.157
H19 -3.1303 -1.0402 1.3613  0.266
H20 2.5295 -3.3717 -0.7136  0.220
H21 2.1817 -4.4206 -2.0823  0.209
H22 0.0708 2.2309 2.5388  0.009
H23 -7.7257 1.9830 4.1796  0.376
H24 5.4599 -1.6188 0.2099  0.466
H25 -5.6727 0.7055 4.7929  0.384
H26 2.3956 -1.9859 1.6049  -2.707
H27 0.1209 -0.7253 -4.5348  0.147
H28 3.2785 3.8462 1.7319  0.205
H29 -1.1924 -5.1013 -2.0176  0.331
H30 -2.9877 4.0663 1.6150  0.310
H31 -0.4630 -2.5966 -3.3421  0.566
H32 1.8275 -5.5381 -3.9356  0.300
H33 0.9881 -0.3636 -2.7497  -0.419
H34 1.4426 -3.8496 2.4463  0.272
H35 0.6532 -4.9836 -1.8502  0.052
H36 -0.1469 -6.3411 -2.5031  0.460
H37 1.4990 -4.7229 -5.1731  0.453
H38 -3.4676 1.5668 4.1559  0.241
H39 0.6408 -1.0646 -6.2467  0.408
H40 -4.5586 2.7535 5.7676  0.277
H41 -1.4237 5.3700 -0.7494  0.236
H42 -1.3744 -1.9101 5.6429  0.258
H43 -0.1175 3.0180 -1.8293  -0.601
H44 1.1974 2.0452 -3.1815  0.006
H45 3.6983 -1.5376 0.3538  0.028
H46 1.9036 3.3139 -3.7172  0.364
H47 0.2386 4.6106 -2.3961  0.235
H48 1.1635 0.9111 2.7485  0.124
H49 2.3584 -1.9656 4.6766  0.357
H50 -1.5220 -3.0504 2.0162  0.329
H51 -1.6109 -0.9534 1.6592  0.320
H52 1.8105 -1.1638 -4.8870  0.383
H53 -0.3959 -3.2100 3.0161  0.278
H54 1.2663 -3.0547 -3.2635  -1.668
H55 -5.6675 3.6241 5.0069  0.325
H56 -3.1188 4.7491 -1.1032  0.371
H57 -0.0543 -1.8346 0.4243  0.167
H58 0.6322 1.7518 -0.0004  -0.422
H59 -2.0423 3.0079 2.7021  0.258
H60 2.1801 -1.9121 -4.4694  0.283
H61 2.2361 -3.6166 -4.1701  0.586
H62 4.7658 -3.0861 2.0397  0.449
H63 2.0832 -0.5708 3.5971  0.265
H64 -2.1210 2.6677 -4.4952  0.407
H65 -6.9353 1.3176 2.7222  0.334
H66 -1.0457 1.3285 -3.9293  -0.022
H67 -4.3666 0.9470 2.7347  0.172
H68 1.0365 -1.8428 3.5555  0.083
H69 1.6829 0.5423 0.7407  0.200

=====

[3]
Formula: C41H31BrN6O6Pb
Source: OMol25
Level of theory: the ωB97M-V functional and the def2-TZVPD basis

## Properties
Kohn-Sham gap ... 5.1 eV
Net charge ... -2
HOMO level ... -0.047 Eh
Strongest force on any atom ... 3.652 eV/Å
LUMO energy ... 3.86 eV
Energy ... -5127.8517 Ha

Last column: Mulliken charge in e.
Cartesian coordinates (Å):
Pb1 8.0143 5.6431 19.6303  1.791
Br1 11.1188 2.1811 19.9199  -0.105
O1 6.6982 10.0938 19.5925  -0.854
O2 7.0842 8.0512 15.6303  -0.337
O3 10.8536 5.6092 23.7692  -0.724
O4 7.8150 5.8146 17.3968  -0.724
O5 9.4112 5.2537 22.1453  -0.079
O6 3.8825 3.9876 21.4361  -0.820
N1 6.9208 2.9573 19.9205  0.153
N2 10.3957 4.8824 17.9375  0.096
N3 5.4171 5.2854 20.2425  0.262
N4 10.0676 5.2730 16.6415  -0.240
N5 6.5813 7.7646 19.7565  0.117
N6 9.3418 7.7993 20.2486  0.293
C1 6.2777 5.1933 25.1055  -0.394
C2 8.2676 6.0966 15.0972  -0.275
C3 6.7961 7.1066 13.4544  -0.688
C4 2.4543 7.3229 19.5906  -0.577
C5 14.9239 2.9744 21.4027  -0.277
C6 15.0190 3.9499 23.5839  -0.274
C7 8.6416 5.1682 14.1161  -0.134
C8 7.3416 7.0930 14.7154  0.630
C9 4.9139 4.1336 20.7756  -0.166
C10 12.1028 3.6932 19.2098  0.696
C11 8.7794 6.1400 16.5769  0.164
C12 10.5355 7.8664 20.8273  0.082
C13 4.6320 6.3620 20.0020  0.243
C14 8.6917 8.9811 19.9948  0.085
C15 6.1165 0.5464 21.0701  -0.192
C16 13.8626 3.8007 21.0086  0.266
C17 3.0346 8.5127 19.2303  -0.501
C18 13.2960 4.6319 22.0255  0.493
C19 7.2857 5.0437 24.1527  -0.211
C20 5.7872 2.8984 20.6214  0.590
C21 11.5367 4.2289 17.9863  -1.157
C22 7.6353 1.8253 19.7867  -0.524
C23 10.7613 10.1578 20.2485  -0.391
C24 8.6254 5.3868 24.4450  -0.235
C25 5.2352 7.6445 19.6783  0.019
C26 7.2205 8.9881 19.7487  0.153
C27 11.3034 9.0562 20.8013  -0.784
C28 7.9866 5.6426 26.7566  -0.410
C29 7.1782 6.1492 12.4837  -0.395
C30 4.4135 8.6969 19.2745  -0.685
C31 8.1330 5.2076 12.8017  -0.790
C32 3.2484 6.3068 20.0769  -0.672
C33 9.6624 5.3802 23.3461  0.215
C34 7.3023 0.6333 20.3736  -0.796
C35 5.3031 1.6529 21.1474  -0.728
C36 9.4285 10.1929 19.8965  -0.553
C37 6.6194 5.4926 26.4088  -0.373
C38 15.5147 3.0380 22.6656  -0.615
C39 8.9665 5.6382 25.7871  -0.337
C40 13.9041 4.7058 23.2893  -0.730
C41 13.3925 3.8785 19.6390  -0.837
H1 6.6136 6.2142 11.5365  0.302
H2 7.0660 4.7082 23.1271  0.375
H3 7.9997 -0.1999 20.3626  0.343
H4 6.6612 8.8123 15.1705  0.268
H5 5.2071 5.1528 24.8217  0.383
H6 2.3757 9.3181 18.8750  0.280
H7 1.3518 7.2136 19.3942  0.240
H8 8.5366 1.9415 19.1805  0.698
H9 5.7367 -0.3886 21.4941  0.366
H10 12.0834 3.8737 17.1117  0.327
H11 14.1324 4.2377 18.8981  0.343
H12 9.3005 4.3456 14.4131  0.363
H13 8.9399 11.0766 19.4927  0.406
H14 10.9323 6.9710 21.2574  0.023
H15 4.3614 1.6729 21.7436  0.317
H16 13.4715 5.3758 24.0127  0.419
H17 4.8841 9.6398 19.0030  0.437
H18 6.0858 7.9102 13.2306  0.275
H19 12.2944 9.0416 21.1635  0.468
H20 8.4680 4.4451 12.1369  0.393
H21 16.4532 2.5089 22.8389  0.327
H22 10.8177 5.7451 16.1311  0.347
H23 2.7820 5.3716 20.4411  0.308
H24 9.2254 7.1541 16.7805  0.148
H25 15.5187 4.0327 24.5568  0.327
H26 11.3318 11.0698 20.0996  0.366
H27 12.3719 5.2038 21.8325  0.106
H28 8.2872 5.7600 27.7989  0.338
H29 9.9779 5.8956 26.1076  0.352
H30 5.8797 5.4864 27.2320  0.294
H31 15.4616 2.4098 20.6226  0.295

=====

Which value of Kohn-Sham gap does entry 1 give?
7.4 eV